# 1
Molecular formula: C56H51FIIrN2O4P2S2Si
Method: DFT, ωB97M-V/def2-TZVPD

```
121
C56H51FIIrN2O4P2S2Si | the OMol25 dataset | ωB97M-V/def2-TZVPD
Ir 0.441 0.523 0.719
I 3.895 6.112 5.168
S 0.396 -1.677 -0.015
S 0.168 -0.079 2.977
P -1.840 -0.157 2.604
P -1.646 -1.685 0.174
Si 3.343 -0.933 0.831
F 1.468 3.202 -0.030
O -0.772 2.235 1.350
O -1.326 2.486 -1.963
O 0.065 0.880 -1.227
O -1.560 4.302 1.252
N 1.262 0.042 -3.820
N 2.363 0.613 0.979
C 1.428 1.444 -3.875
C -1.688 -2.608 4.009
C 5.138 -0.842 1.356
C 0.890 -2.073 -4.930
C 0.763 5.427 2.269
C -4.510 2.852 3.190
C -0.206 -0.758 -7.131
C -2.681 1.299 3.271
C -3.619 -1.548 -3.987
C 1.914 4.192 -4.097
C -2.244 1.880 4.458
C 2.565 3.297 -4.940
C -3.266 -2.778 -3.452
C -1.135 -4.351 1.061
C 0.233 -0.023 -6.041
C 0.458 4.077 2.398
C -1.530 -5.587 1.568
C -2.792 -0.447 -2.012
C -3.495 -3.622 5.233
C -0.684 3.515 1.566
C -2.193 -3.666 4.756
C -2.076 -3.367 0.783
C 1.019 3.708 -3.163
C -4.290 -2.519 4.950
C 1.118 3.327 3.360
C 2.665 -2.290 1.905
C -3.374 -0.384 -3.269
C -3.424 -3.625 1.040
C 0.564 -4.306 -6.064
C 3.058 1.856 1.096
C 4.587 4.248 1.361
C -2.870 -5.837 1.813
C 2.402 5.243 4.001
C 0.767 2.342 -3.028
C 3.381 4.255 0.688
C -2.425 -1.680 -1.475
C 0.440 -2.802 -6.033
C 2.320 1.943 -4.828
C 1.511 -2.747 -3.739
C -3.818 -4.851 1.553
C -2.262 -0.428 1.028
C -3.800 1.801 2.622
C -2.475 -1.494 3.718
C -0.104 -2.140 -7.129
C 2.094 3.903 4.170
C -3.787 -1.469 4.194
C 3.459 -1.266 -0.996
C -4.090 3.416 4.386
C -0.257 1.938 -1.993
C 4.267 1.912 1.811
C -2.946 2.939 5.013
C 2.644 3.093 0.588
C 1.740 6.017 3.057
C -2.656 -2.844 -2.205
C 0.781 -0.674 -4.939
C 5.017 3.067 1.939
H 0.135 -4.766 -5.173
H 2.664 -3.244 1.371
H -3.887 -4.443 5.822
H 3.266 3.657 -5.683
H 5.168 5.157 1.451
H 4.606 1.026 2.307
H -3.464 -3.688 -4.006
H 2.973 5.154 0.248
H 3.301 -2.391 2.790
H -4.078 1.382 1.662
H 2.103 5.255 -4.174
H -2.595 3.399 5.929
H 5.717 -0.089 0.819
H -0.451 -2.714 -7.982
H -2.637 0.450 -1.430
H -3.645 0.581 -3.682
H 5.554 -1.827 1.111
H 1.971 7.069 2.951
H -2.378 -3.808 -1.795
H -5.305 -2.470 5.324
H 0.209 6.009 1.543
H 1.609 -4.620 -6.119
H 2.816 1.239 -5.485
H 0.478 4.388 -2.517
H -0.787 -6.345 1.783
H 0.137 1.055 -6.034
H 0.049 -4.711 -6.935
H 2.733 -0.669 -1.545
H -1.344 1.512 4.936
H 2.386 -2.187 -3.406
H -3.180 -6.796 2.209
H 5.940 3.040 2.505
H 5.275 -0.691 2.429
H 0.862 2.284 3.486
H 0.820 -2.781 -2.892
H 0.920 -0.281 -2.920
H -4.427 -0.624 3.971
H -1.566 -4.525 4.960
H -0.634 -0.245 -7.984
H -4.156 -2.849 0.850
H 2.603 3.310 4.918
H -4.864 -5.037 1.763
H 1.819 -3.767 -3.960
H 3.270 -2.314 -1.240
H -0.671 -2.649 3.639
H -4.644 4.238 4.822
H -5.381 3.245 2.681
H -0.085 -4.144 0.891
H 4.458 -1.004 -1.356
H 1.646 -2.104 2.231
H -4.088 -1.496 -4.962
```

For the HOMO-LUMO gap (spin up / spin down), the calculation gives 0.2595 / 0.2205 Ha. The multiplicity is 2. Its charge is -1. For the energy above the lowest of the compared OMol25 structures with the same formula, charge and spin, the calculation gives 45.61 kcal/mol. The calculated total energy comes out at -4845.693352 hartree. The LUMO energy (spin up / spin down) is 0.072 / 0.031 Eh.

=====

# 2
Molecular formula: C56H51GeO9P4Zn
Method: DFT, ωB97M-V/def2-TZVPD

```
122
C56H51GeO9P4Zn | the OMol25 dataset | ωB97M-V/def2-TZVPD
Ge -0.551 -3.922 0.262
Zn 0.294 0.611 -0.172
P 0.003 3.078 0.388
P 0.080 0.034 -2.661
P 0.867 -0.254 2.892
P 2.140 -1.071 0.502
O 1.860 0.916 3.334
O 0.939 -1.614 -0.249
O 0.280 -0.925 4.051
O 3.491 -1.871 0.240
O 2.363 0.400 0.177
O -2.034 0.373 -0.113
O 1.908 -1.276 2.081
O 0.534 2.915 -2.475
O -0.066 0.291 1.800
C -2.333 -6.108 -2.868
C 3.502 4.010 2.197
C 2.157 -4.731 -0.284
C 0.567 6.559 -2.579
C 3.412 -6.576 0.619
C 1.799 4.622 3.780
C 1.173 3.637 1.673
C 0.815 4.167 2.906
C 1.098 -8.778 2.528
C -3.363 2.800 2.715
C 2.229 -7.071 1.234
C 2.718 5.103 -4.460
C 0.536 0.752 -5.359
C -3.937 4.163 0.823
C 0.184 4.481 -0.784
C -3.695 -6.118 -2.568
C 3.371 -5.455 -0.154
C 1.007 -6.365 1.074
C 0.868 3.486 -4.796
C 2.959 -3.330 -3.962
C -4.306 3.529 2.000
C -1.676 3.345 1.066
C 3.138 4.552 3.425
C -2.057 2.702 2.251
C 0.096 5.800 -0.354
C -0.175 -6.939 1.622
C -2.119 -1.674 -2.490
C 0.268 6.839 -1.253
C 0.913 3.005 -6.100
C 0.751 1.656 -6.387
C 2.525 3.550 1.326
C -2.631 4.071 0.357
C 3.416 -2.156 -3.370
C -1.867 -4.942 -0.785
C 1.598 -3.527 -4.138
C 0.471 4.238 -2.123
C -2.474 0.273 -3.855
C 0.998 -5.135 0.340
C -3.235 -4.952 -0.506
C -3.423 -2.086 -2.724
C -1.430 -5.523 -1.985
C 0.568 5.897 -5.480
C 2.245 -8.273 1.990
C 2.514 -1.184 -2.971
C -3.785 -0.136 -4.082
C -4.259 -1.314 -3.524
C -1.624 -0.499 -3.068
C -4.142 -5.548 -1.381
C 0.456 1.196 -4.043
C 0.689 5.255 -3.044
C -1.250 -3.613 2.061
C -0.132 -8.106 2.326
C 0.626 2.554 -3.793
C 1.145 -1.368 -3.163
C 1.179 4.940 -4.455
C 0.689 -2.547 -3.744
H -0.522 5.820 -5.488
H -0.227 4.226 3.197
H 4.266 -5.106 -0.662
H -3.640 2.299 3.635
H 4.477 -2.004 -3.206
H 2.874 -0.281 -2.483
H 3.124 4.857 -5.447
H -5.326 3.601 2.360
H 1.232 -4.447 -4.582
H 0.728 7.387 -3.263
H -2.359 4.568 -0.567
H -5.200 -5.565 -1.137
H -1.979 -6.559 -3.792
H 0.938 5.681 -6.483
H -0.367 -5.526 -2.222
H 4.339 -7.124 0.757
H 2.380 1.245 2.575
H 3.506 -2.726 0.718
H -1.470 -2.279 -1.858
H -2.127 1.203 -4.290
H -5.280 -1.631 -3.708
H -4.435 0.472 -4.701
H -4.401 -6.567 -3.259
H -1.126 -6.449 1.442
H 3.190 -8.792 2.119
H 0.845 6.929 -5.261
H -1.339 2.107 2.799
H 2.134 -3.844 -0.912
H -2.268 -3.216 2.021
H 1.103 3.691 -6.918
H -0.369 -2.720 -3.889
H 2.993 6.132 -4.210
H 3.177 4.436 -3.725
H 3.899 4.918 4.105
H 1.513 5.027 4.745
H -2.067 0.415 0.858
H -3.780 -3.010 -2.280
H 3.664 -4.087 -4.282
H -1.045 -8.529 2.729
H 2.808 3.104 0.376
H -4.669 4.732 0.259
H 0.795 1.312 -7.414
H 1.123 -9.698 3.100
H -0.620 -2.894 2.586
H 0.415 -0.305 -5.573
H -0.112 6.006 0.691
H -2.302 -0.526 -0.343
H -3.602 -4.506 0.417
H 0.185 7.868 -0.921
H 4.548 3.940 1.921
H -1.246 -4.555 2.615
```

For the HOMO-LUMO gap (spin up / spin down), the calculation gives 0.2464 / 0.2922 Ha. The multiplicity is 2. The calculated total energy comes out at -8063.790780 hartree. The LUMO energy (spin up / spin down) is 0.010 / 0.001 Eh.

=====

# 3
Molecular formula: C56H54N2O4P2PdSSb
Method: DFT, ωB97M-V/def2-TZVPD

```
121
C56H54N2O4P2PdSSb | the OMol25 dataset | ωB97M-V/def2-TZVPD
Sb -0.212 3.253 -0.241
Pd 0.473 0.801 -0.078
S 5.652 -0.869 5.627
P 2.446 0.133 0.798
P 0.349 0.101 2.511
O -0.328 -1.179 -1.305
O -2.481 -0.524 -1.179
O 0.451 2.732 -6.910
O -1.604 3.344 -6.785
N 2.107 0.211 2.522
N -0.637 2.738 -6.355
C 0.803 -4.007 2.623
C 0.062 0.333 -3.613
C -1.203 5.519 -3.906
C -3.141 1.807 0.781
C -2.142 1.243 -3.310
C 0.107 -0.151 6.677
C -1.396 1.556 5.905
C 2.379 6.248 1.959
C 0.997 4.075 -2.952
C 1.479 4.621 3.466
C 0.489 -0.409 5.370
C 3.779 -4.267 0.374
C -1.128 0.386 -2.894
C 1.018 4.667 -4.212
C -3.277 6.108 1.081
C 1.019 -2.656 2.835
C -0.139 4.243 -2.146
C -3.154 3.307 0.859
C 0.120 -1.709 2.341
C 6.508 -1.571 4.208
C 4.143 0.753 3.899
C -1.198 -3.488 1.392
C 6.281 1.511 0.013
C -0.978 -2.131 1.599
C -0.069 5.386 -4.691
C 2.195 3.295 -2.478
C 3.954 1.150 0.561
C -0.802 1.935 -5.148
C 0.911 4.544 1.096
C -4.298 3.952 1.336
C 1.876 6.341 -0.470
C 4.064 -2.131 1.434
C -1.233 4.949 -2.639
C 0.817 4.040 2.398
C 1.702 5.682 0.875
C 6.114 2.883 0.147
C 4.072 -0.411 4.877
C -1.991 2.027 -4.441
C 2.789 -3.729 -0.432
C -2.059 4.096 0.480
C -0.315 -4.423 1.904
C 4.420 -3.463 1.313
C -1.000 1.299 4.596
C -0.054 0.317 4.307
C 2.278 5.732 3.240
C -0.838 0.835 6.948
C 5.213 0.649 0.226
C 3.791 2.534 0.646
C -1.342 -0.514 -1.671
C -2.132 5.482 0.611
C 3.074 -1.579 0.622
C 0.235 1.108 -4.747
C 4.864 3.394 0.463
C -4.369 5.333 1.441
C 2.432 -2.389 -0.309
C 2.765 1.176 3.404
H 1.378 4.200 4.459
H 1.917 -2.322 3.343
H 2.121 1.318 4.274
H 1.904 7.426 -0.359
H 6.952 3.552 -0.009
H 1.149 1.079 -5.322
H -2.767 2.697 -4.779
H 2.742 3.827 -1.695
H 1.613 -1.984 -0.896
H -2.235 1.382 1.217
H 2.854 2.160 2.939
H 2.265 -4.354 -1.144
H 4.713 4.463 0.559
H 1.217 -1.187 5.175
H 1.902 2.326 -2.059
H -5.148 3.348 1.635
H 5.191 -3.882 1.951
H -5.271 5.801 1.816
H 1.514 -4.736 2.993
H 1.892 4.536 -4.840
H -1.272 6.088 0.344
H 7.502 -1.858 4.550
H 4.787 0.512 3.048
H -0.039 5.811 -5.686
H -2.125 5.056 -2.035
H -3.163 1.437 -0.246
H 2.804 2.935 0.840
H 6.616 -0.849 3.398
H 2.817 6.041 -0.941
H 5.996 -2.462 3.843
H 7.250 1.107 -0.256
H 3.436 -0.143 5.724
H -4.000 1.383 1.303
H 2.885 3.112 -3.303
H -2.041 -3.801 0.788
H -2.069 6.053 -4.279
H 0.541 -0.722 7.489
H 2.994 7.125 1.784
H 2.817 6.197 4.057
H -3.312 7.187 1.171
H -2.137 2.321 6.103
H -1.636 -1.408 1.129
H 0.221 3.150 2.581
H 3.624 -1.289 4.405
H 0.840 -0.329 -3.259
H -3.056 1.264 -2.730
H -1.440 1.866 3.781
H 4.045 -5.314 0.284
H -0.474 -5.479 1.720
H -1.137 1.033 7.970
H 5.357 -0.419 0.119
H 4.551 -1.509 2.176
H 1.072 6.090 -1.156
H 4.608 1.609 4.393
```

For the HOMO-LUMO gap, the calculation gives 0.2331 Ha. Its charge is -1. For the energy above the lowest of the compared OMol25 structures with the same formula, charge and spin, the calculation gives 0.00 kcal/mol. The calculated total energy comes out at -4025.916228 hartree. The LUMO energy is 0.074 Eh.

=====

# 4
Molecular formula: C56H54N7OPSSiW
Method: DFT, ωB97M-V/def2-TZVPD

```
122
C56H54N7OPSSiW | the OMol25 dataset | ωB97M-V/def2-TZVPD
W 0.900 -3.863 -2.252
S 1.490 -4.588 -4.149
P 0.813 -2.067 0.625
Si -2.179 -7.347 4.752
O -11.037 13.275 4.226
N -0.421 -2.474 -1.819
N 0.144 -5.528 -1.585
N 0.493 3.289 4.112
N -0.676 -0.311 -0.986
N 2.400 -2.688 -1.791
N 3.057 -0.985 -0.725
N -1.336 3.556 2.994
C -1.084 7.387 3.189
C -3.122 8.506 2.673
C -0.958 -0.389 -2.386
C -1.271 -8.582 6.070
C 1.561 2.546 5.015
C -3.684 7.323 2.257
C 0.116 4.674 4.223
C -0.173 -5.118 -0.399
C 2.197 -2.045 -0.654
C 5.599 -4.109 -3.343
C -0.549 3.169 -3.394
C -0.335 6.250 5.888
C 3.922 -3.001 -4.574
C -1.488 0.346 0.132
C -3.021 6.044 2.478
C 4.948 -5.086 -5.521
C -3.472 -1.882 -3.569
C -1.980 -3.585 -4.183
C 5.140 -0.302 -1.875
C 5.784 -4.979 -4.482
C -0.295 -1.668 -0.671
C 3.909 -4.097 -5.476
C -1.015 -4.093 1.891
C -0.437 -4.759 0.947
C 6.346 -0.092 -1.177
C -0.797 1.845 -5.421
C -4.811 -9.611 -8.099
C -1.152 -1.723 -2.709
C -4.108 -3.326 -5.352
C -2.815 -3.832 -5.327
C -1.844 8.508 3.017
C 3.720 -2.468 -2.299
C -0.056 7.377 6.747
C -1.065 0.763 -3.224
C -1.811 -7.423 2.840
C 0.710 5.556 5.190
C -0.286 2.968 -4.726
C -3.746 -9.658 -7.463
C -3.593 -6.508 5.797
C 2.301 6.673 6.485
C 3.273 -0.093 0.369
C -0.339 2.683 3.404
C 4.086 -1.328 -1.656
C 2.102 5.597 5.581
C 5.250 1.947 -2.762
C 6.537 2.130 -2.105
C 4.517 -3.205 -3.330
C -1.584 6.022 2.897
C 4.588 0.760 -2.622
C 7.043 1.151 -1.298
C -4.443 -2.346 -4.410
C -1.209 0.743 -4.680
C -2.177 -2.415 -3.495
C 1.349 7.495 7.055
C -0.794 2.006 -2.657
C -0.941 4.802 3.259
H -0.918 -3.754 -4.082
H -4.575 -6.955 5.452
H 3.310 -3.912 -6.366
H -1.047 0.147 1.078
H -1.482 -8.236 7.061
H 7.965 1.292 -0.644
H 1.853 3.098 5.934
H -1.625 -6.405 2.597
H 6.613 -5.691 -4.418
H 7.111 3.063 -2.198
H -1.598 -9.688 5.971
H -1.389 6.242 5.543
H -2.424 -0.264 0.201
H -0.852 1.869 -6.487
H -3.011 -9.547 -8.272
H 3.243 -2.152 -4.739
H -1.821 3.054 2.161
H 2.313 0.232 0.762
H 3.540 0.697 -2.951
H 4.826 -5.803 -6.239
H -1.294 9.299 2.614
H -1.590 -4.133 2.778
H 6.404 -4.205 -2.533
H -10.854 13.388 3.328
H -11.940 13.003 4.243
H 1.391 1.445 5.213
H -0.912 2.083 -1.549
H -4.012 -5.461 5.781
H -1.701 1.437 0.023
H -1.533 -0.242 -5.044
H 4.827 2.740 -3.335
H 3.858 0.786 0.014
H -0.832 7.977 7.199
H 2.853 4.918 5.475
H -2.605 -4.505 -6.172
H -3.694 -0.840 -2.948
H 1.617 8.330 7.702
H -2.561 -7.885 2.184
H 3.337 6.998 6.679
H -0.835 -7.988 2.746
H 0.170 3.825 -5.183
H -0.049 7.733 3.598
H -3.642 9.299 2.280
H -0.417 4.129 -2.929
H -3.361 -6.758 6.834
H -4.553 -3.441 -6.381
H -5.314 -1.894 -4.497
H 6.813 -0.969 -0.680
H 3.846 -0.593 1.210
H -0.167 -9.090 6.002
H -5.448 -9.496 -9.040
H -3.684 5.242 2.188
H -4.779 7.188 2.005
H 2.439 2.578 4.366
```

For the HOMO-LUMO gap (spin up / spin down), the calculation gives 0.1227 / 0.1227 Ha. The multiplicity is 3. Its charge is +2. For the energy above the lowest of the compared OMol25 structures with the same formula, charge and spin, the calculation gives 201.80 kcal/mol. The calculated total energy comes out at -3719.602089 hartree. The LUMO energy (spin up / spin down) is -0.254 / -0.254 Eh.